Density functional theory data (the ωB97M-V functional and the def2-TZVPD basis) for C33H43N3OP2Pd as an isolated structure in a non-equilibrium geometry.

CARTESIAN COORDINATES (ANGSTROEM)
C: -4.162 -0.423 -0.118
C: -1.622 1.519 -4.614
C: 4.096 0.015 1.332
C: 2.013 1.886 -1.071
H: 3.447 -4.135 -1.697
H: -0.716 -3.392 -0.899
H: -3.304 -2.272 -0.704
H: 3.762 -2.431 0.132
C: -1.507 4.096 -3.644
C: 4.698 -1.735 -1.669
Pd: -0.220 0.335 -0.352
H: -0.572 5.371 -1.481
H: -3.461 0.212 -0.668
H: 2.418 1.192 -3.742
C: -1.530 1.671 -3.182
H: -1.785 2.398 -6.549
H: 2.522 -0.564 -3.476
H: -5.386 -2.667 0.694
H: -0.265 5.391 1.040
C: -2.860 0.735 4.177
H: -0.321 -4.759 0.167
C: -0.606 4.540 0.476
C: 2.749 -0.217 1.097
H: 1.911 -3.639 -0.949
H: -1.466 5.125 -3.294
H: 0.122 -2.635 1.311
C: -0.492 1.003 3.808
H: -3.998 -3.682 1.095
C: -2.923 -0.119 3.078
H: -5.044 -0.598 -0.744
H: 2.365 -2.998 -2.527
H: -1.739 4.735 -5.684
C: -1.796 -0.451 2.341
H: 4.428 -1.361 -2.660
H: 4.782 0.040 0.493
H: 1.962 2.700 -1.802
C: -0.921 3.264 0.830
P: -1.709 -1.306 0.732
C: 2.388 -0.066 3.497
C: -0.999 -3.911 0.021
H: 2.510 2.238 -0.166
C: -1.638 1.306 4.519
C: 2.677 0.639 -1.649
H: 1.056 0.313 -3.014
N: -0.766 4.586 -0.893
C: 2.147 0.378 -3.061
H: -1.652 0.501 -4.987
H: -2.368 -4.017 2.429
H: -3.893 -0.505 2.792
C: 2.755 -3.295 -1.549
H: -0.682 -4.405 2.783
C: -3.474 -1.747 0.243
C: 3.451 -2.112 -0.868
C: 3.740 0.127 3.691
C: -0.519 0.090 2.723
H: -1.370 -2.860 3.317
O: -1.532 0.664 -2.429
C: 4.610 0.220 2.609
H: 1.730 -0.157 4.351
H: -0.923 2.820 1.813
C: -0.922 -2.943 1.199
H: 5.295 -0.972 -1.172
C: -1.183 3.345 -1.319
N: -1.269 2.534 -0.276
H: -4.423 -2.327 2.136
H: -3.755 0.964 4.745
H: 0.437 1.503 4.049
C: -1.366 -3.592 2.509
H: 3.768 0.733 -1.658
H: -4.479 0.120 0.774
P: 2.100 -0.764 -0.543
C: -1.656 3.895 -5.004
H: -1.587 2.009 5.345
H: -2.011 -4.309 -0.105
C: -1.421 3.049 -2.722
C: -4.366 -2.655 1.099
H: 5.338 -2.617 -1.805
H: 5.666 0.417 2.758
N: 0.513 -0.236 1.918
H: 0.946 1.549 -0.788
C: 1.823 -0.144 2.191
C: -1.698 2.578 -5.481
H: 4.129 0.212 4.703

Output
- Net charge: -2
- LUMO: 4.9 eV
- HOMO energy: 0.56 eV
- E_tot: -63494.0299 eV
- Relative energy (zero: lowest compared OMol25 entry of this formula, charge and spin): 14.4 kcal per mole
- Gap between HOMO and LUMO: 4.33 eV

Density functional theory data (the ωB97M-V functional and the def2-TZVPD basis) for C33H43N5P2Pd as an isolated structure in a non-equilibrium geometry.

CARTESIAN COORDINATES (ANGSTROEM)
H: 4.695 4.836 0.400
C: -7.284 -1.797 1.766
H: -7.376 -0.367 3.502
C: -6.223 -2.113 0.917
H: -1.139 -3.035 1.664
H: -3.504 3.783 -1.436
C: -2.224 -0.744 -4.143
C: 3.095 -1.639 1.399
H: 4.720 5.292 2.133
C: 6.970 3.487 1.699
H: 5.486 -0.899 0.409
H: -1.231 -5.778 1.582
C: 0.010 -1.071 -3.924
H: -8.279 -2.222 1.707
H: -1.167 -2.011 -5.592
H: 2.503 0.738 3.577
H: 4.986 1.410 -0.433
C: -4.393 3.314 -4.615
H: -6.216 -2.787 0.079
H: 5.137 -1.013 -1.313
C: -4.447 4.138 -3.445
H: -4.859 -2.042 -1.252
N: -1.785 0.034 -3.070
C: -6.790 -0.843 2.722
H: 0.967 1.030 -0.890
N: -5.070 -1.431 1.323
H: -4.701 -0.052 2.950
H: -4.553 -0.185 -2.836
H: 0.786 0.778 1.398
C: 6.256 1.421 2.276
C: 6.180 0.023 2.693
H: -4.853 3.518 -5.577
C: -3.929 -1.448 -1.154
H: -4.963 5.090 -3.359
C: -1.901 -3.689 1.283
C: -1.969 -5.080 1.233
C: 1.703 0.316 -0.482
H: 1.754 -0.491 -1.227
C: -5.435 -0.652 2.436
C: 4.218 0.641 -0.345
H: -4.920 0.507 -1.235
H: 4.091 -2.850 -0.028
C: 1.115 -0.148 0.854
N: 5.143 2.156 2.054
C: -0.406 -0.170 -2.961
H: 7.523 4.389 1.474
H: 3.723 -2.101 2.190
H: 5.108 -0.234 2.779
P: -2.628 1.025 -1.820
H: 2.317 1.708 5.112
C: 2.459 1.776 3.995
N: -3.246 2.264 -2.951
H: -3.137 -2.007 -1.700
H: 3.344 2.375 3.751
H: -3.342 1.365 -4.926
C: 3.616 -1.852 0.004
C: 4.572 4.467 1.427
N: -3.071 -3.161 0.710
H: 6.652 -0.121 3.673
P: -3.397 -1.395 0.624
H: 2.836 -1.910 -0.771
C: -1.134 -1.400 -4.704
C: -4.155 -0.057 -1.808
C: -3.217 -5.425 0.618
C: -3.637 2.191 -4.295
H: -4.773 -4.072 -0.254
H: 6.638 -0.638 1.943
Pd: 0.875 2.513 3.090
H: 1.635 -1.080 2.768
H: 8.443 1.852 2.178
C: -3.730 3.489 -2.453
H: 2.814 2.210 -0.440
H: -3.628 -6.405 0.474
C: 4.688 -0.772 -0.330
C: 5.536 3.403 1.710
H: 3.556 4.065 1.556
H: 1.018 -1.446 -4.053
C: -3.853 -4.234 0.274
C: 7.435 2.215 2.058
H: 0.158 0.380 -2.234
H: 0.131 -0.676 0.699
C: 1.971 -1.018 1.726
C: 2.965 1.118 -0.392
H: -3.264 -0.755 -4.437

Output
- Net charge: +2
- LUMO (alpha / beta): -5.0 / -9.1 eV
- HOMO energy (alpha / beta): -11.90 / -12.08 eV
- E_tot: -64402.7912 eV
- Relative energy (zero: lowest compared OMol25 entry of this formula, charge and spin): 0.0 kcal per mole
- Gap between HOMO and LUMO (alpha / beta): 6.89 / 2.94 eV
- Spin multiplicity: 5

Density functional theory data (the ωB97M-V functional and the def2-TZVPD basis) for C33H43N5P2Pt as an isolated structure in a non-equilibrium geometry.

CARTESIAN COORDINATES (ANGSTROEM)
H: 0.900 -4.285 -1.154
H: -1.300 -3.112 3.268
C: -0.268 0.658 5.119
H: 3.641 3.447 -1.915
C: -2.421 0.844 5.814
C: -2.062 4.433 1.457
P: -0.724 0.764 2.161
H: 0.577 4.913 -4.766
H: -2.532 2.439 0.538
C: 1.800 3.096 -4.605
N: 1.386 -1.633 -1.360
H: -2.638 5.124 0.885
H: 0.796 0.563 5.026
H: 3.413 -2.156 -0.897
N: -1.781 -2.955 0.053
H: -2.322 1.481 -1.704
C: -1.073 0.668 6.260
C: 1.369 -3.651 2.030
C: -2.042 -3.434 1.300
H: 1.016 -6.518 0.392
H: -1.023 5.693 3.002
N: -1.063 0.793 3.981
C: 2.746 -2.337 -3.042
C: 1.022 -4.376 -0.088
C: 0.686 -1.515 -2.563
H: -1.009 1.268 -0.504
H: 1.905 4.967 -2.456
C: -2.546 -4.771 1.203
C: 2.680 -2.074 -1.675
H: -0.732 0.563 7.278
C: 1.586 4.235 -1.705
C: -2.392 0.948 4.436
H: 1.966 2.761 -5.635
H: 2.634 0.944 -1.945
C: -2.270 -3.543 -2.281
H: -3.022 -5.949 -0.660
H: 1.647 0.770 2.867
N: 1.230 -3.220 0.695
C: -0.631 3.525 2.977
H: -1.410 -1.645 2.222
H: -0.512 3.843 -1.180
C: 1.479 -1.969 -3.598
H: -1.487 -0.107 -1.535
C: -1.887 -2.601 2.497
H: -0.324 -1.138 -2.568
C: -2.209 -3.876 -0.857
C: 1.103 -5.493 0.718
C: 1.880 1.852 -3.735
C: 1.769 -0.489 1.089
H: -2.779 -5.388 2.054
H: 2.789 2.849 -0.530
H: 2.217 0.944 -4.261
C: 2.211 1.875 -2.330
C: -1.362 0.984 -1.507
H: 3.584 -2.761 -3.579
C: 1.141 0.695 1.892
H: 1.178 -1.995 -4.638
Pt: 0.134 1.788 -2.660
H: -1.359 -3.848 -2.816
H: 1.565 -2.925 2.801
C: 0.438 3.846 -4.580
H: -3.195 1.127 3.731
H: -0.170 3.461 -5.409
P: 0.613 -1.666 0.266
H: 0.017 3.299 3.816
H: 2.407 -0.076 0.287
C: 0.192 3.733 -2.008
C: -0.383 3.650 -3.330
H: -1.452 3.916 -3.343
H: 1.561 4.751 -0.736
N: -1.081 2.493 2.130
H: -3.310 0.885 6.441
C: 1.320 -5.037 2.069
H: 2.423 -1.105 1.727
H: -2.390 -2.457 -2.394
C: 2.643 3.110 -1.589
C: -1.996 3.061 1.230
H: 2.625 3.792 -4.421
H: 1.339 1.642 1.360
H: -3.129 -4.040 -2.748
C: -2.666 -5.050 -0.180
H: 1.409 -5.659 2.944
C: -1.201 4.717 2.571
H: -2.880 -2.359 2.904

Output
- Net charge: 0
- LUMO (alpha / beta): 0.1 / -1.4 eV
- HOMO energy (alpha / beta): -6.51 / -7.62 eV
- E_tot: -64187.1473 eV
- Relative energy (zero: lowest compared OMol25 entry of this formula, charge and spin): 61.7 kcal per mole
- Gap between HOMO and LUMO (alpha / beta): 6.60 / 6.26 eV
- Spin multiplicity: 3

Density functional theory data (the ωB97M-V functional and the def2-TZVPD basis) for C33H43N6O6PdTe as an isolated structure in a non-equilibrium geometry.

CARTESIAN COORDINATES (ANGSTROEM)
O: 4.095 0.791 -2.716
C: -3.643 -2.809 0.860
O: 1.769 -0.896 2.065
C: -0.884 0.113 -2.814
H: -5.583 -2.122 4.148
H: 4.521 0.782 0.358
H: 3.124 -4.322 -3.366
O: 1.669 -1.919 -3.212
H: -4.083 0.499 -0.279
O: -1.938 -0.356 -0.704
C: 3.759 -3.253 -1.637
H: -2.404 -0.378 3.972
H: -2.957 -2.484 -1.166
H: -4.703 3.600 1.302
H: 7.941 -1.658 -0.441
H: -6.428 -5.184 2.747
C: -3.951 -1.504 2.926
C: 3.039 4.108 -2.864
H: 0.096 0.318 -3.236
Te: -1.624 -0.579 1.281
C: -1.654 3.446 2.738
H: 3.501 -1.333 -3.828
H: 1.173 -2.739 -3.106
Pd: 2.252 -0.393 -0.699
N: 4.166 -1.004 -0.608
C: 3.476 1.799 -2.440
C: 4.989 -0.112 -0.031
H: -7.137 -3.836 3.643
C: -4.502 1.064 0.551
C: -2.870 3.988 2.338
H: 6.404 -3.318 -1.451
C: -6.696 -4.128 2.692
H: -1.762 -3.249 -0.096
C: -5.494 -3.296 2.361
H: 0.532 0.939 2.275
C: 6.345 -0.305 0.059
H: -2.486 5.877 3.298
H: 4.190 -4.186 -1.269
H: 2.774 -3.180 -1.187
N: 0.917 2.936 -0.222
C: -3.493 -0.489 3.943
H: -3.127 -4.173 -0.702
C: -3.306 -1.746 1.708
H: 3.302 4.979 -3.448
H: -1.286 -0.800 -3.254
C: 0.005 1.600 2.967
H: 1.503 5.027 -1.725
H: -0.965 4.052 3.314
H: 6.965 0.436 0.541
C: 4.802 2.987 -4.137
H: 4.635 -3.476 -3.611
C: -3.752 3.186 1.614
H: -5.047 -4.381 0.568
H: 0.817 2.129 0.369
C: -4.757 -3.556 1.207
C: -2.828 -3.190 -0.346
C: 2.916 -2.245 -3.854
C: 3.643 -3.381 -3.161
C: -5.061 -2.287 3.214
C: 6.877 -1.466 -0.483
H: -3.366 5.992 1.769
O: 0.683 -2.765 2.008
H: 0.492 3.799 0.069
C: -0.787 -0.075 -1.339
C: 2.063 4.130 -1.933
H: 5.526 2.218 -3.894
H: -5.268 1.725 0.151
H: 4.372 2.775 -5.114
C: -2.217 1.368 1.700
H: -3.788 -0.815 4.939
C: 4.651 -2.157 -1.105
H: 5.284 3.961 -4.148
N: 2.498 1.806 -1.459
N: 0.295 0.049 -0.694
C: -1.302 2.136 2.437
H: -1.583 0.926 -3.015
C: -3.241 5.400 2.677
N: 3.755 2.990 -3.108
H: -4.193 5.428 3.210
H: -0.148 1.031 3.888
C: 1.832 2.931 -1.204
C: 6.024 -2.387 -1.054
H: -3.929 0.495 3.768
N: 1.384 -1.911 1.507
H: -7.456 -4.027 1.916
H: 0.677 2.421 3.211
C: -3.465 1.870 1.287
H: -4.994 0.357 1.222
H: 2.727 -2.507 -4.898
O: 1.698 -2.091 0.237

Output
- Net charge: +2
- LUMO (alpha / beta): -6.1 / -7.9 eV
- HOMO energy (alpha / beta): -13.95 / -13.96 eV
- E_tot: -66900.2768 eV
- Relative energy (zero: lowest compared OMol25 entry of this formula, charge and spin): 10.5 kcal per mole
- Gap between HOMO and LUMO (alpha / beta): 7.81 / 6.09 eV
- Spin multiplicity: 2

Density functional theory data (the ωB97M-V functional and the def2-TZVPD basis) for C33H44Cl2N7O8P2Tl as an isolated structure.

CARTESIAN COORDINATES (ANGSTROEM)
H: -3.068 -5.650 -5.107
H: -1.290 -2.019 2.343
H: 4.041 -2.430 -0.771
C: -2.618 0.060 -0.739
H: -2.978 -5.760 -0.171
H: 1.584 1.416 -1.838
H: 3.137 2.866 1.325
C: 3.490 0.020 4.839
C: 0.758 -3.244 3.610
C: -0.069 1.375 -3.164
H: -4.263 -7.462 -1.418
C: 3.802 0.293 -5.224
H: -3.161 2.434 3.762
C: -2.216 2.619 -3.482
O: -0.996 -2.832 -2.000
H: 0.417 3.655 -1.552
N: 0.180 -1.921 3.901
H: 1.515 0.635 6.531
H: 3.315 -1.103 -1.756
H: 2.797 3.303 3.804
C: 1.721 3.378 3.612
C: 1.308 2.003 -2.732
C: 2.740 0.541 -4.153
N: -1.392 -3.937 0.004
H: -5.833 1.256 -0.857
H: 1.813 -3.266 3.887
O: 1.686 -3.499 -0.896
C: -4.790 1.161 -1.119
N: -0.738 0.693 -2.049
H: -2.326 4.212 2.472
O: -0.181 0.992 1.112
C: -2.998 -5.753 -1.250
H: 3.210 5.107 -4.481
H: -2.112 1.128 4.316
C: -3.746 -6.679 -3.351
C: -3.048 -5.687 -4.024
O: -1.862 -0.776 -0.110
C: -2.382 1.735 3.454
H: -4.313 -7.422 -3.899
C: -2.289 -4.768 -1.939
C: 1.787 4.467 -2.917
C: -2.870 1.796 -2.473
C: 3.247 -1.683 -0.836
Cl: -5.260 3.056 -2.977
C: 2.372 1.845 -3.803
H: 3.265 -0.989 0.006
N: 1.373 2.615 2.436
H: -1.784 -2.609 3.940
H: 3.797 -0.773 -5.449
O: -0.697 -3.084 0.578
P: 1.242 -0.702 3.579
H: -0.771 4.060 1.639
H: 3.613 0.852 -6.142
H: -2.786 1.094 2.661
C: -3.715 -6.700 -1.960
N: -1.518 -3.778 -1.271
C: -2.060 0.864 -1.804
H: 0.189 0.652 -3.947
Cl: -4.659 -0.679 0.873
H: 1.470 4.440 3.489
C: 2.056 2.977 1.204
N: -1.222 2.513 3.008
H: 0.657 -3.491 2.551
C: -1.211 -1.841 3.414
C: 1.900 -2.335 -0.864
O: 2.259 -0.479 -3.596
H: 0.525 -0.805 6.207
H: -2.128 3.035 1.142
C: -0.938 2.431 -3.790
N: 2.176 -0.594 4.947
O: 2.089 -0.771 2.380
C: 1.543 -0.423 6.238
H: 1.186 3.004 4.483
H: -2.786 3.403 -3.964
O: 0.278 0.600 3.641
C: 1.147 3.448 -2.328
H: 1.733 2.320 0.403
H: 1.582 5.482 -2.584
C: 2.975 2.984 -4.398
H: 2.092 -0.975 7.007
H: 4.234 -0.575 5.379
H: -1.636 -0.874 3.660
H: 0.228 -3.993 4.204
Tl: 0.175 -0.923 -0.926
H: 3.783 0.078 3.794
H: -1.773 -3.943 -3.823
H: -0.456 3.059 -4.532
C: -1.639 3.506 2.001
C: -2.321 -4.730 -3.328
C: -3.961 0.256 -0.444
H: 1.841 4.012 0.921
C: 2.726 4.264 -4.004
C: -4.221 1.906 -2.118
H: 4.796 0.571 -4.863
H: 3.685 2.822 -5.203
P: 0.064 1.633 2.404
H: 3.485 1.031 5.266

Output
- Net charge: -2
- LUMO: 3.8 eV
- HOMO energy: -0.76 eV
- E_tot: -110063.1818 eV
- Relative energy (zero: lowest compared OMol25 entry of this formula, charge and spin): 67.5 kcal per mole
- Gap between HOMO and LUMO: 4.54 eV

Q: Look up the E_tot of the first one.
A: -63494.0299 eV

Q: Among the records above, which one has the lowest relative energy (zero: lowest compared OMol25 entry of this formula, charge and spin)?
A: C33H43N5P2Pd